{"formula": "C39H65BrClF8N2O17S", "method": "ωB97M-V/def2-TZVPD", "symbols": ["C", "C", "C", "C", "O", "C", "O", "C", "C", "O", "N", "C", "C", "C", "C", "O", "C", "F", "F", "F", "C", "S", "O", "O", "C", "F", "F", "C", "F", "F", "F", "N", "C", "C", "C", "O", "C", "Cl", "Br", "H", "H", "H", "H", "H", "H", "H", "H", "H", "H", "H", "H", "H", "H", "H", "H", "H", "H", "H", "H", "H", "H", "H", "H", "H", "O", "C", "O", "C", "C", "C", "H", "H", "H", "H", "H", "H", "H", "H", "O", "C", "O", "C", "C", "C", "H", "H", "H", "H", "H", "H", "H", "H", "O", "C", "O", "C", "C", "C", "H", "H", "H", "H", "H", "H", "H", "H", "O", "C", "O", "C", "C", "C", "H", "H", "H", "H", "H", "H", "H", "H", "O", "C", "O", "C", "C", "C", "H", "H", "H", "H", "H", "H", "H", "H"], "xyz": [[3.0169, 2.5774, 1.3859], [1.9506, 2.8945, 0.9012], [0.5528, 3.1526, 0.1932], [0.8741, 4.0934, -1.0424], [0.9373, 3.4316, -2.3043], [1.0052, 4.5066, -3.2856], [1.7136, 4.1483, -4.4472], [3.0384, 3.6406, -4.1690], [3.9570, 4.5770, -3.2878], [5.2910, 4.6245, -3.8740], [-0.0150, 1.8583, -0.0599], [-1.4705, 1.7884, -0.3215], [-1.5943, 1.3591, -1.8721], [-2.0236, 0.6831, 0.6991], [-2.0047, -0.8067, 0.1789], [-2.6507, -1.5871, 1.2127], [-0.5432, -1.4230, 0.0433], [0.2764, -1.1553, 1.1371], [-0.7148, -2.8189, 0.0485], [0.0832, -1.1289, -1.1607], [-2.2358, 3.1984, -0.2148], [-4.0547, 3.1246, -0.4452], [-4.4088, 4.3231, -1.2306], [-4.6507, 3.2413, 0.9050], [-4.8280, 1.7417, -1.3770], [-4.5149, 1.8688, -2.7350], [-4.6445, 0.4624, -0.8987], [-6.4407, 1.9292, -1.3656], [-6.8655, 3.0033, -2.0875], [-6.9094, 0.8042, -2.0576], [-6.9626, 1.8337, -0.1068], [-1.8013, 4.0247, 0.9942], [-2.3801, 5.3952, 1.0520], [-2.5630, 5.8389, 2.6696], [-2.0353, 7.3665, 2.9974], [-3.5508, 6.8989, 2.9135], [-0.3397, 3.8939, 1.3133], [-0.1789, 2.8684, 2.8431], [0.6716, 5.5347, 1.7263], [3.7202, 2.0688, 2.0950], [0.0378, 4.8754, -1.1119], [1.8196, 4.6904, -0.8287], [-0.0553, 4.7837, -3.6030], [1.4346, 5.4628, -2.8354], [3.5575, 3.5463, -5.1774], [2.9260, 2.5878, -3.7797], [3.6125, 5.6488, -3.2170], [4.0563, 4.1035, -2.2634], [5.9286, 4.4310, -3.1620], [0.5547, 1.1972, -0.5845], [-1.8260, 2.2632, -2.5264], [-2.4312, 0.6351, -2.0711], [-0.6578, 0.9163, -2.2925], [-3.0859, 0.9331, 1.0341], [-1.4269, 0.6676, 1.6677], [-2.5922, -1.0163, -0.7529], [-1.9949, -1.7578, 1.9452], [-1.8356, 3.8011, -1.0956], [-2.2787, 3.5135, 1.7756], [-1.8202, 6.2177, 0.5449], [-3.4603, 5.5070, 0.7693], [-2.3829, 5.0204, 3.4847], [-2.1581, 7.9537, 2.0405], [-2.1964, 7.7853, 4.0289], [-5.2059, 2.2252, 5.6624], [-5.8325, 1.3715, 5.0867], [-5.7459, 1.2633, 3.7477], [-6.2881, 0.1756, 2.9838], [-7.7472, 0.4096, 2.6490], [-6.7891, 0.4763, 5.8299], [-6.1201, -0.7779, 3.4897], [-5.7083, 0.1381, 2.0586], [-8.3649, 0.4684, 3.5470], [-8.1300, -0.3969, 2.0203], [-7.8690, 1.3565, 2.1201], [-7.7435, 0.9887, 5.9455], [-6.3687, 0.2708, 6.8151], [-6.9468, -0.4910, 5.3565], [3.2684, 0.7288, -1.6642], [3.7368, -0.3085, -1.2527], [5.0663, -0.4434, -1.1333], [5.7125, -1.5496, -0.4808], [5.8970, -2.7126, -1.4300], [2.8523, -1.4911, -0.9583], [5.1799, -1.8306, 0.4305], [6.6914, -1.1850, -0.1636], [4.9392, -3.0996, -1.7843], [6.4375, -3.5252, -0.9408], [6.4571, -2.3983, -2.3140], [2.6588, -2.0346, -1.8828], [1.9205, -1.1204, -0.5587], [3.2568, -2.1711, -0.2104], [-1.7475, -2.3223, 3.4903], [-1.7008, -3.1746, 4.3491], [-2.2718, -4.3647, 4.1380], [-2.1143, -5.5046, 4.9993], [-3.1111, -5.4702, 6.1378], [-1.0900, -2.8852, 5.6930], [-1.0821, -5.5929, 5.3451], [-2.3056, -6.3819, 4.3788], [-2.9636, -4.5971, 6.7761], [-3.0218, -6.3667, 6.7540], [-4.1302, -5.4099, 5.7498], [-1.8307, -2.3975, 6.3260], [-0.2431, -2.2135, 5.5460], [-0.6983, -3.7656, 6.1977], [-1.3834, 0.7072, -4.4312], [-0.5565, 0.1671, -5.1271], [0.5642, -0.3216, -4.5712], [1.5198, -1.1436, -5.2590], [2.5223, -0.2983, -6.0147], [-0.7141, 0.1142, -6.6229], [1.0184, -1.8751, -5.8968], [2.0396, -1.7152, -4.4872], [2.0404, 0.3024, -6.7883], [3.2775, -0.9286, -6.4882], [3.0200, 0.3988, -5.3367], [-0.3538, 1.0476, -7.0544], [-1.7744, -0.0027, -6.8507], [-0.2061, -0.7268, -7.0906], [6.6201, -5.2971, 0.6153], [6.9352, -6.3887, 0.2076], [8.0867, -6.9491, 0.6123], [8.4639, -8.3084, 0.3453], [9.1294, -8.4345, -1.0086], [6.1022, -7.1003, -0.8264], [7.6102, -8.9804, 0.4596], [9.1771, -8.5839, 1.1245], [8.4527, -8.1529, -1.8177], [9.4628, -9.4599, -1.1793], [9.9925, -7.7686, -1.0719], [6.3738, -6.7375, -1.8174], [5.0526, -6.8734, -0.6345], [6.1915, -8.1844, -0.7954]], "forces_ev_per_angstrom": [[-0.71, -0.81, 0.97], [-0.88, -0.18, -0.74], [2.64, -0.60, 0.72], [-0.76, 1.35, 0.02], [0.28, 1.27, 0.66], [-0.57, 0.81, -0.92], [-0.21, -0.01, 1.41], [0.87, -0.30, -0.92], [0.46, -0.60, 0.38], [-0.50, -0.37, 0.76], [-0.77, 1.43, 0.57], [0.09, -1.53, -0.86], [-1.15, 0.56, -0.04], [-0.50, 0.31, 0.07], [-0.14, -0.46, 1.58], [1.20, 0.88, -0.83], [-0.88, -1.91, -0.13], [-1.10, -0.02, -2.07], [0.74, 2.28, -0.22], [-1.11, -0.01, 1.97], [3.58, -0.77, -2.31], [-2.42, 5.52, 2.46], [1.18, -2.64, 0.10], [1.53, -1.80, -1.72], [-1.56, -1.63, -2.19], [0.02, -0.56, 2.67], [0.41, 2.15, -0.75], [-1.47, -1.31, -0.90], [0.81, -1.49, 1.90], [0.96, 1.86, 1.16], [0.88, 0.80, -2.05], [-2.24, -0.90, 0.67], [-1.74, 2.94, 3.11], [1.00, 3.34, 0.59], [-5.16, -2.06, -1.05], [2.20, -3.15, -0.93], [2.94, -1.03, 0.57], [-0.88, 0.77, -1.03], [-1.00, -0.15, -0.22], [-0.70, 1.09, -1.42], [0.80, -0.68, 0.17], [-1.07, -0.86, -0.27], [1.22, -0.56, 0.22], [-0.18, -1.32, -0.20], [-0.77, 0.30, 1.19], [0.34, 1.21, 0.06], [-0.07, -1.21, -0.10], [-0.36, 0.76, -0.92], [-0.45, 0.14, -0.60], [-0.09, 0.57, -0.14], [0.45, -1.09, 0.80], [0.93, 0.69, 0.26], [-0.88, 0.46, 0.75], [1.12, -0.63, -0.59], [-0.57, 0.28, -1.36], [0.90, 0.39, 0.72], [-1.12, -0.03, -0.51], [-0.91, -0.73, 0.95], [0.30, 0.45, -0.19], [0.00, -1.30, 0.21], [1.11, -1.03, -0.38], [-0.62, 1.53, -1.55], [1.69, -0.04, 1.46], [1.78, -0.32, -1.15], [0.00, -0.22, -0.49], [-0.25, 0.18, 0.38], [0.52, 0.16, -0.24], [-0.29, -0.06, -0.04], [-0.14, 0.11, 0.13], [0.27, -0.59, 0.16], [-0.04, 0.08, 0.05], [0.12, 0.14, 0.18], [0.04, -0.12, -0.02], [0.04, 0.04, 0.02], [0.06, -0.10, 0.00], [0.02, -0.01, -0.01], [-0.11, 0.26, -0.03], [-0.17, 0.11, -0.11], [0.30, -0.14, 0.15], [-0.15, -0.21, -0.26], [0.07, 0.65, 0.09], [0.08, -0.38, -0.04], [-0.03, -0.12, -0.22], [0.26, -0.03, 0.70], [-0.08, 0.00, -0.12], [-0.17, 0.20, -0.11], [0.01, -0.04, 0.12], [-0.09, 0.10, 0.03], [0.03, 0.06, 0.11], [-0.01, 0.01, 0.02], [0.35, 0.04, -0.20], [0.15, -0.11, -0.21], [0.23, -0.39, 0.51], [-0.15, -0.04, 0.32], [0.13, 0.15, -0.60], [-0.09, -0.19, 0.33], [-0.10, 0.20, 0.10], [0.65, -0.10, -0.02], [-0.05, 0.14, 0.00], [0.01, 0.27, -0.17], [0.07, -0.09, 0.03], [0.00, 0.04, -0.06], [0.08, -0.11, -0.03], [0.00, -0.01, -0.02], [-0.24, 0.12, -0.02], [-0.22, -0.01, 0.06], [0.38, -0.36, -0.30], [-0.04, 0.30, -0.40], [-0.24, -0.14, 0.59], [0.24, 0.04, -0.24], [-0.01, 0.22, -0.09], [-0.30, -0.57, -0.18], [-0.05, 0.13, -0.01], [-0.22, 0.15, 0.11], [0.02, -0.11, -0.03], [-0.04, 0.02, 0.04], [0.00, -0.13, 0.03], [0.01, -0.01, 0.03], [0.07, 0.25, 0.08], [0.17, 0.15, 0.00], [0.30, -0.33, 0.05], [-0.08, 0.15, -0.27], [0.03, 0.20, 0.49], [0.09, -0.16, -0.22], [-0.03, 0.11, -0.19], [-0.46, -0.42, 0.27], [-0.02, 0.11, -0.08], [-0.12, 0.26, 0.04], [-0.02, -0.11, 0.04], [-0.01, 0.05, 0.03], [-0.01, -0.10, 0.09], [0.02, -0.01, 0.02], [0.14, 0.20, -0.11], [0.17, 0.04, -0.15]], "total_charge": 1, "homo_ev": -11.65, "e_tot_ha": -7144.33359}